Molecular formula: C3H8NO
Method: DFT, the ωB97M-V functional and the def2-TZVPD basis

ORCA input file:
```
! RIJCOSX wB97M-V def2-TZVPD def2/J DEFGRID3
* xyz -1 1
C -0.431 0.192 2.119
O -0.857 1.401 1.480
H 0.249 0.603 2.882
H 0.244 -0.439 1.540
H -1.309 -0.320 2.508
C -0.125 -1.097 -2.265
C 0.536 -0.281 -1.391
N 0.244 0.904 -0.814
H -1.142 -0.906 -2.583
H 0.382 -2.054 -2.329
H 1.602 -0.530 -1.237
H 1.110 1.256 -0.417
H -0.503 1.270 0.507
*
```

## Properties
- orbital gap (eV) = 6.7

---

Molecular formula: C12H15PS
Method: DFT, the ωB97M-V functional and the def2-TZVPD basis

ORCA input file:
```
! RIJCOSX wB97M-V def2-TZVPD def2/J DEFGRID3
* xyz 0 1
C 0.428 -2.872 -3.389
C 1.434 -2.107 -2.918
C -0.906 -2.487 -3.367
C 1.185 -0.906 -2.283
C -1.167 -1.245 -2.828
C -0.110 -0.453 -2.301
C -2.389 -0.500 -2.821
C -2.515 0.616 -2.058
C 1.310 1.496 3.522
C 0.264 0.827 2.600
C 0.362 1.300 1.174
C -0.884 0.793 0.503
P -0.931 1.144 -1.356
S -0.742 3.018 -1.874
H 0.650 -3.858 -3.684
H 2.459 -2.519 -2.967
H -1.744 -3.082 -3.811
H 2.030 -0.200 -2.239
H -3.145 -0.924 -3.489
H -3.294 1.339 -1.839
H 2.306 1.379 3.125
H 1.127 2.553 3.387
H 1.306 1.070 4.424
H -0.832 0.810 2.836
H 0.486 -0.203 2.641
H 1.385 1.006 0.667
H 0.230 2.435 1.004
H -1.789 1.423 0.796
H -1.135 -0.218 0.580
*
```

## Properties
- SMILES = CCCC[P@]1(=S)C=Cc2ccccc21
- orbital gap (eV) = 8.4

---

Molecular formula: C13H21BCaCl7FINO8
Method: DFT, the ωB97M-V functional and the def2-TZVPD basis

ORCA input file:
```
! RIJCOSX wB97M-V def2-TZVPD def2/J DEFGRID3
* xyz 0 1
C 4.961 0.152 -0.031
C 5.030 1.686 -0.495
O 5.308 2.599 0.330
O 4.775 2.081 -1.814
C 3.372 1.736 -2.109
C 2.400 2.715 -1.296
C 1.861 2.061 0.107
B 0.240 2.253 0.323
C -0.680 1.000 -0.215
C -0.112 -0.463 0.144
C 0.806 -0.944 -1.100
I 0.348 -2.937 -1.842
H 4.987 0.180 1.143
H 5.869 -0.464 -0.359
H 3.961 -0.338 -0.400
H 3.194 1.932 -3.233
H 3.169 0.632 -1.905
H 3.008 3.654 -1.041
H 1.565 3.034 -2.001
H 2.247 0.980 0.254
H 2.371 2.694 0.934
H -0.070 3.208 -0.346
H -0.016 2.586 1.454
H -1.704 1.088 0.323
H -0.931 1.094 -1.338
H 0.469 -0.459 1.149
H -0.987 -1.206 0.282
H 0.763 -0.156 -1.931
H 1.895 -0.956 -0.730
Ca 3.503 -0.693 1.999
C -4.371 -0.197 2.316
C -4.663 -1.611 1.931
O -3.385 -2.215 1.921
C -2.652 -1.523 2.836
O -1.615 -1.907 3.296
O -3.245 -0.343 3.170
F -5.178 -1.679 0.680
H -4.099 0.426 1.459
H -5.205 0.272 2.840
H -5.314 -2.141 2.628
C -8.196 -2.989 2.912
Cl -7.638 -1.443 2.255
Cl -7.584 -3.223 4.556
Cl -9.962 -3.074 2.887
H -7.806 -3.789 2.284
C -1.680 1.801 -4.501
Cl -1.205 0.167 -3.990
Cl -0.262 2.870 -4.460
Cl -2.328 1.739 -6.154
Cl -2.925 2.426 -3.400
N 6.930 -3.082 -0.436
O 7.969 -2.607 -0.916
O 6.470 -2.618 0.640
O 6.340 -4.007 -1.012
*
```

## Properties
- orbital gap (eV) = 4.1

---

Molecular formula: C6H8S
Method: DFT, the ωB97M-V functional and the def2-TZVPD basis

ORCA input file:
```
! RIJCOSX wB97M-V def2-TZVPD def2/J DEFGRID3
* xyz 0 1
C -2.054 -1.212 0.077
C -1.585 -0.083 0.014
C -1.144 2.370 -0.239
C -0.943 1.174 0.325
C 1.050 -1.370 -0.239
C 0.556 0.957 1.206
S 1.844 0.180 0.297
H -2.100 -2.125 -0.421
H -0.603 3.272 -0.141
H -2.131 2.597 -0.674
H 1.786 -2.093 -0.485
H 0.359 -1.237 -1.049
H 0.456 -1.898 0.417
H 0.751 1.967 1.498
H 0.216 0.369 2.049
*
```

## Properties
- SMILES = C#CC(=C)CSC
- orbital gap (eV) = 8.8

---

Molecular formula: C15H26ClMnO2P2
Method: DFT, the ωB97M-V functional and the def2-TZVPD basis

ORCA input file:
```
! RIJCOSX wB97M-V def2-TZVPD def2/J DEFGRID3
* xyz 2 5
C 0.745 -0.100 -3.430
C 1.420 -0.047 -2.140
H 1.186 0.588 -4.208
H -0.353 0.114 -3.329
H 0.879 -1.152 -3.758
O 2.556 -0.037 -1.766
Cl -2.743 -0.013 0.641
Mn -0.606 -0.057 -0.475
P -0.247 2.259 -0.906
C 1.141 3.164 -0.175
C -0.238 2.911 -2.610
H -0.260 4.016 -2.554
H -1.603 4.205 -0.313
H -1.108 2.556 -3.195
H -2.640 2.781 -0.685
H 2.083 2.660 -0.454
H 0.687 2.639 -3.159
C -1.703 3.108 -0.192
H 1.102 4.186 -0.598
H -1.836 2.896 0.886
H 1.036 3.209 0.919
P -0.095 -2.302 -0.689
C 1.334 -3.020 0.218
C -1.471 -3.255 0.076
H -0.595 -2.876 -3.020
H -0.025 -4.316 -2.126
H 1.137 -3.073 -2.698
C 0.129 -3.220 -2.259
H -2.412 -3.018 -0.460
H -1.310 -4.357 0.031
H 1.384 -4.121 0.130
H 1.316 -2.786 1.286
H -1.678 -2.982 1.125
H 2.280 -2.601 -0.148
C 1.060 0.068 0.690
O 2.242 0.141 0.888
C -0.390 0.253 4.665
C -0.364 -1.017 4.053
C -0.124 -1.115 2.675
C 0.062 0.062 1.944
C -0.153 1.333 2.517
C -0.342 1.421 3.883
H -0.487 0.293 5.739
H -0.333 -1.952 4.607
H -0.160 -2.059 2.135
H -0.146 2.212 1.883
H -0.355 2.400 4.357
*
```

## Properties
- expectation value of S² = 6.371
- orbital gap (alpha / beta) (eV) = 6.1 / 5.6

---

Molecular formula: C5H6O
Method: DFT, the ωB97M-V functional and the def2-TZVPD basis

ORCA input file:
```
! RIJCOSX wB97M-V def2-TZVPD def2/J DEFGRID3
* xyz 0 1
C -0.104 -1.906 0.392
C 0.780 -0.660 0.662
C 0.605 0.385 -0.335
C 0.081 1.292 -0.940
C -0.679 2.515 -1.048
O -1.875 2.561 -1.223
H -0.956 -1.952 1.074
H -0.505 -1.889 -0.627
H 0.462 -2.837 0.499
H 1.805 -0.929 0.925
H 0.460 -0.001 1.486
H -0.073 3.421 -0.863
*
```

## Properties
- SMILES = CCC#CC=O
- orbital gap (eV) = 10.6

---

What did we get for total energy? Answer: -6777.1202; -32809.8975; -149270.4485; -17182.8381; -82474.0195; -7326.9215 eV, in the order shown.